Entry 1:
Here is one molecule with the formula C10H12N4O in a non-equilibrium geometry from OMol25. Energies are from the ωB97M-V functional and the def2-TZVPD basis.

```
! RIJCOSX wB97M-V def2-TZVPD def2/J DEFGRID3
* xyz 0 3
C -1.039 -3.174 -0.058
C 0.792 2.943 -1.257
C 1.149 2.497 0.002
C -0.398 2.565 -1.763
C 0.311 1.717 0.804
C -1.181 1.687 -1.063
C -0.851 1.231 0.205
C 1.982 -1.290 -1.235
C -1.574 -2.220 0.811
C -0.671 -0.962 1.159
N -0.603 -4.007 -0.695
N 0.799 -0.868 -0.537
N 0.625 -1.260 0.585
N -0.495 -0.597 2.549
O -1.422 0.035 0.538
H 1.538 3.635 -1.610
H 2.078 2.934 0.534
H -0.723 2.932 -2.688
H 0.527 1.407 1.811
H -2.064 1.357 -1.737
H 2.822 -0.807 -0.839
H 1.904 -1.028 -2.308
H 1.993 -2.384 -1.152
H -2.473 -1.892 0.134
H -1.885 -2.695 1.684
H 0.126 -1.163 3.058
H -1.266 -0.595 3.070
*
```

## Properties
Energy above the lowest of the compared OMol25 structures with the same formula, charge and spin: 0.0 kcal per mole
⟨S²⟩: 2.007
Molecular weight: 204.23 Da
Gap between HOMO and LUMO (alpha / beta): 7.45 / 7.50 eV
Electronic energy: -682.308647 Eh

***

Entry 2:
Here is C10H12N4O4Pd as an isolated structure from OMol25. Energies are from the ωB97M-V functional and the def2-TZVPD basis.

```
! RIJCOSX wB97M-V def2-TZVPD def2/J DEFGRID3
* xyz -2 1
Pd -0.319 -0.538 -0.045
O -3.698 0.414 2.575
C -2.995 0.147 1.571
O -3.271 0.261 0.362
C -1.613 -0.438 1.918
C -0.819 0.152 2.908
C 0.350 -0.471 3.326
C 0.746 -1.634 2.694
C -0.070 -2.150 1.679
N -1.315 -1.665 1.381
H -1.180 1.064 3.362
H 0.955 -0.037 4.115
H 1.682 -2.128 2.922
H 0.160 -3.115 1.242
N -2.767 -1.810 -2.072
N -1.472 -1.708 -2.736
H -2.889 -1.016 -1.432
H -2.680 -2.598 -1.436
H -0.777 -1.413 -2.035
H -1.538 -0.900 -3.349
O 3.099 -0.104 -0.067
C 2.459 0.658 -0.771
C 3.053 1.996 -1.227
C 1.918 2.648 -1.989
C 0.897 1.521 -2.114
O -0.056 1.596 -2.874
N 1.202 0.464 -1.294
H 3.921 1.779 -1.856
H 3.408 2.541 -0.352
H 2.173 3.033 -2.976
H 1.436 3.453 -1.430
*
```

## Properties
Energy above the lowest of the compared OMol25 structures with the same formula, charge and spin: 9.9 kcal per mole
Molecular weight: 358.65 Da
Gap between HOMO and LUMO: 6.17 eV
Electronic energy: -1036.165704 Eh

***

Entry 3:
Here is an isolated ion of composition C10H12NO2 and charge +1 in a non-equilibrium geometry from OMol25. Energies are from the ωB97M-V functional and the def2-TZVPD basis.

```
! RIJCOSX wB97M-V def2-TZVPD def2/J DEFGRID3
* xyz 1 1
C 3.211 1.739 -1.053
C 2.480 0.673 -1.684
O 3.110 0.155 -2.715
C 1.403 0.019 -1.211
O 0.359 -0.781 -1.657
C 0.034 0.017 -0.595
C -0.829 1.196 -0.964
N -0.862 -0.688 0.670
C -1.801 -1.574 0.353
C -2.609 -2.152 1.260
C -2.498 -1.625 2.532
C -1.568 -0.630 2.867
C -0.731 -0.202 1.896
H 4.364 1.684 -1.206
H 3.162 2.706 -1.582
H 3.161 2.039 0.039
H 2.448 -0.447 -3.280
H -0.221 2.082 -1.089
H -1.516 1.411 -0.116
H -1.368 1.034 -1.950
H -1.553 -2.146 -0.620
H -3.199 -3.061 0.938
H -3.295 -1.931 3.264
H -1.606 -0.104 3.930
H -0.075 0.585 1.970
*
```

## Properties
Energy above the lowest of the compared OMol25 structures with the same formula, charge and spin: 94.6 kcal per mole
Molecular weight: 178.21 Da
Gap between HOMO and LUMO: 7.77 eV
Electronic energy: -593.071428 Eh
SMILES: C/C(O)=C1/O[C@@]1(C)[n+]1ccccc1

***

Entry 4:
Here is one molecule with the formula C10H12O in a non-equilibrium geometry from OMol25. Energies are from the ωB97M-V functional and the def2-TZVPD basis.

```
! RIJCOSX wB97M-V def2-TZVPD def2/J DEFGRID3
* xyz 0 1
C 2.485 -0.835 0.634
C 1.348 -0.550 -0.340
C 1.455 0.584 -1.362
C 0.330 0.574 -0.333
C -0.323 1.497 0.723
C -1.351 0.627 1.334
C -1.806 -0.425 0.316
C -2.201 -0.170 -1.133
C -0.779 -0.558 -0.706
C 0.259 -1.552 -0.740
O 0.404 -2.701 -1.059
H 2.968 -1.649 0.247
H 1.895 -1.131 1.567
H 3.048 0.158 0.666
H 2.177 1.295 -1.139
H 1.159 0.576 -2.376
H -0.756 2.368 0.264
H 0.555 1.852 1.330
H -1.110 0.145 2.386
H -2.132 1.251 1.800
H -2.202 -1.268 0.840
H -2.986 -0.873 -1.548
H -2.438 0.788 -1.368
*
```

## Properties
Energy above the lowest of the compared OMol25 structures with the same formula, charge and spin: 91.4 kcal per mole
Molecular weight: 148.21 Da
Gap between HOMO and LUMO: 9.96 eV
Electronic energy: -463.339606 Eh
SMILES: C[C@]12C[C@]13CC[C@H]1C[C@]13C2=O

***

Entry 5:
Here is one molecule with the formula C10H12O in a non-equilibrium geometry from OMol25. Energies are from the ωB97M-V functional and the def2-TZVPD basis.

```
! RIJCOSX wB97M-V def2-TZVPD def2/J DEFGRID3
* xyz 0 1
C -1.353 -0.692 -1.367
C -1.924 -0.377 -0.199
C 1.087 -1.842 -0.207
C 0.475 -1.947 1.135
C -0.058 -0.578 1.589
C 0.867 1.893 -0.356
C 0.798 0.892 -1.525
C -0.441 1.690 0.427
C -0.011 -0.233 -0.948
C -0.639 0.174 0.394
O 1.926 -2.410 -0.813
H -1.710 -1.122 -2.285
H -2.914 -0.469 0.209
H -0.356 -2.651 1.020
H 1.177 -2.368 1.859
H -0.813 -0.706 2.367
H 0.766 0.001 2.010
H 1.714 1.639 0.283
H 0.992 2.921 -0.693
H 0.276 1.330 -2.380
H 1.790 0.584 -1.858
H -0.385 2.094 1.437
H -1.265 2.177 -0.097
*
```

## Properties
Energy above the lowest of the compared OMol25 structures with the same formula, charge and spin: 64.0 kcal per mole
Molecular weight: 148.21 Da
Gap between HOMO and LUMO: 8.57 eV
Electronic energy: -463.383312 Eh

***

Entry 6:
Here is one molecule with the formula C10H12O2S in a non-equilibrium geometry from OMol25. Energies are from the ωB97M-V functional and the def2-TZVPD basis.

```
! RIJCOSX wB97M-V def2-TZVPD def2/J DEFGRID3
* xyz 0 1
C -0.942 1.557 -2.632
C 0.303 1.685 -2.028
C -2.042 0.968 -1.972
C 0.550 1.120 -0.785
C -1.741 0.371 -0.728
C -0.460 0.424 -0.119
C 1.379 -0.634 1.323
C 2.116 -1.431 0.217
C -0.032 -0.259 1.021
C -1.126 -0.720 1.954
O 1.201 -3.656 1.398
O -0.080 -2.622 -0.429
S 1.287 -3.135 0.023
H -1.049 2.154 -3.606
H 1.142 2.300 -2.357
H -2.932 0.892 -2.457
H 1.410 1.186 -0.173
H -2.620 0.077 -0.047
H 1.475 -1.337 2.257
H 2.051 0.353 1.459
H 2.161 -1.031 -0.847
H 3.169 -1.555 0.560
H -1.523 -1.679 1.588
H -1.811 0.067 1.808
H -0.799 -0.908 2.981
*
```

## Properties
Energy above the lowest of the compared OMol25 structures with the same formula, charge and spin: 105.6 kcal per mole
Molecular weight: 196.27 Da
Gap between HOMO and LUMO (alpha / beta): 5.95 / 4.98 eV
Electronic energy: -936.771539 Eh

***

Copy entry 1 word for word.
Here is one molecule with the formula C10H12N4O in a non-equilibrium geometry from OMol25. Energies are from the ωB97M-V functional and the def2-TZVPD basis.

```
! RIJCOSX wB97M-V def2-TZVPD def2/J DEFGRID3
* xyz 0 3
C -1.039 -3.174 -0.058
C 0.792 2.943 -1.257
C 1.149 2.497 0.002
C -0.398 2.565 -1.763
C 0.311 1.717 0.804
C -1.181 1.687 -1.063
C -0.851 1.231 0.205
C 1.982 -1.290 -1.235
C -1.574 -2.220 0.811
C -0.671 -0.962 1.159
N -0.603 -4.007 -0.695
N 0.799 -0.868 -0.537
N 0.625 -1.260 0.585
N -0.495 -0.597 2.549
O -1.422 0.035 0.538
H 1.538 3.635 -1.610
H 2.078 2.934 0.534
H -0.723 2.932 -2.688
H 0.527 1.407 1.811
H -2.064 1.357 -1.737
H 2.822 -0.807 -0.839
H 1.904 -1.028 -2.308
H 1.993 -2.384 -1.152
H -2.473 -1.892 0.134
H -1.885 -2.695 1.684
H 0.126 -1.163 3.058
H -1.266 -0.595 3.070
*
```

## Properties
Energy above the lowest of the compared OMol25 structures with the same formula, charge and spin: 0.0 kcal per mole
⟨S²⟩: 2.007
Molecular weight: 204.23 Da
Gap between HOMO and LUMO (alpha / beta): 7.45 / 7.50 eV
Electronic energy: -682.308647 Eh

***

Among the records above, which one has the lowest energy above the lowest of the compared OMol25 structures with the same formula, charge and spin?
C10H12N4O